[1]
# C27H31FN4O3

The molecule C27H31FN4O3 (wB97M-V/def2-TZVPD, the Open Molecules 2025 dataset).

The geometry in XYZ format:
```
66
Properties=species:S:1:pos:R:3:lowdin_charge:R:1
C -3.678 -5.447 2.157 -0.066
C -2.200 -5.831 2.100 -0.189
N -1.393 -4.746 1.609 -0.063
C -0.759 -3.825 2.381 0.009
C -0.165 -2.853 1.609 -0.149
C 0.523 -1.704 2.146 0.038
C 0.501 -0.445 1.660 -0.104
N -0.341 -0.202 0.557 0.159
C -0.346 0.658 -0.480 -0.379
O 0.390 1.628 -0.612 0.036
C -1.312 0.313 -1.571 -0.064
C -0.994 0.788 -2.845 -0.005
C -1.777 0.492 -3.943 -0.070
C -2.914 -0.284 -3.793 -0.067
C -3.268 -0.749 -2.539 -0.004
C -2.471 -0.448 -1.452 -0.214
F -2.878 -0.912 -0.244 0.070
C 1.264 0.587 2.441 -0.442
O 1.621 0.326 3.581 0.038
N 1.523 1.751 1.835 0.086
C 2.236 2.819 2.491 -0.159
C 1.453 4.141 2.429 -0.150
C 2.208 5.215 1.642 -0.214
N 2.597 4.749 0.324 -0.180
C 3.688 5.518 -0.246 -0.172
C 4.118 4.868 -1.562 -0.201
O 3.056 4.819 -2.483 -0.132
C 1.969 4.106 -1.934 -0.198
C 1.493 4.721 -0.620 -0.165
C -0.426 -3.229 0.245 -0.121
C -0.014 -2.746 -1.000 -0.031
C -0.465 -3.372 -2.140 -0.088
C -1.296 -4.493 -2.073 -0.089
C -1.667 -5.032 -0.861 -0.014
C -1.218 -4.404 0.295 -0.168
H -4.267 -6.283 2.525 0.073
H -3.821 -4.598 2.821 0.077
H -4.036 -5.174 1.168 0.071
H -2.062 -6.696 1.444 0.120
H -1.844 -6.097 3.099 0.123
H -0.783 -3.896 3.452 0.138
H 1.063 -1.848 3.072 0.124
H -0.986 -0.979 0.471 0.106
H -0.106 1.394 -2.943 0.116
H -1.500 0.866 -4.916 0.106
H -3.530 -0.524 -4.646 0.107
H -4.155 -1.344 -2.387 0.121
H 1.251 1.896 0.863 0.087
H 3.203 2.954 1.997 0.120
H 2.401 2.499 3.522 0.115
H 0.482 3.956 1.969 0.104
H 1.269 4.523 3.433 0.108
H 3.124 5.461 2.187 0.119
H 1.593 6.131 1.588 0.123
H 4.531 5.518 0.449 0.123
H 3.391 6.565 -0.442 0.130
H 4.913 5.446 -2.037 0.123
H 4.478 3.849 -1.353 0.127
H 1.174 4.138 -2.680 0.125
H 2.257 3.062 -1.749 0.116
H 0.689 4.102 -0.225 0.103
H 1.105 5.739 -0.809 0.132
H 0.660 -1.906 -1.074 0.118
H -0.167 -2.995 -3.107 0.104
H -1.635 -4.954 -2.989 0.100
H -2.282 -5.919 -0.816 0.106
```

## Properties
LUMO level, eV: 0.1995
SMILES: CCn1cc(/C=C(\NC(=O)c2ccccc2F)C(=O)NCCCN2CCOCC2)c2ccccc21
E, eV: -43323.276
Molar mass, g mol⁻¹: 478.57

[2]
# C43H34BN4O2PbS7

A structure of composition C43H34BN4O2PbS7 (wB97M-V/def2-TZVPD, the Open Molecules 2025 dataset).

The geometry in XYZ format:
```
92
Properties=species:S:1:pos:R:3:lowdin_charge:R:1
Pb 1.894 -0.360 2.790 1.283
S 9.603 -0.323 1.656 0.729
C 8.047 -0.042 1.911 -1.468
S 6.946 0.544 0.686 0.941
C 5.484 0.581 1.616 -1.149
C 5.654 0.131 3.042 -1.136
S 4.503 -0.016 4.193 0.667
S 7.270 -0.296 3.464 0.948
S 4.104 1.049 0.905 0.677
B 0.130 -1.271 5.998 -0.400
N -0.180 0.134 5.371 -0.077
C -0.945 1.057 5.956 -0.068
C -0.830 2.256 5.268 -0.036
C 0.056 1.972 4.244 -0.145
N 0.447 0.691 4.315 -0.141
N 0.306 -2.369 4.906 -0.083
C -0.187 -3.607 4.982 -0.062
C 0.397 -4.395 4.001 -0.034
C 1.269 -3.535 3.351 -0.164
N 1.218 -2.319 3.912 -0.131
H -0.834 -1.578 6.646 0.077
H 1.139 -1.195 6.657 0.073
H -1.522 0.803 6.830 0.130
H -1.320 3.188 5.480 0.102
H 0.420 2.611 3.452 0.107
H -0.919 -3.850 5.732 0.130
H 0.214 -5.433 3.795 0.103
H 1.921 -3.722 2.512 0.113
C -0.650 7.152 -0.817 -0.043
C -0.406 5.680 -0.634 -0.260
C -1.353 4.744 -1.047 -0.016
C -1.153 3.388 -0.856 -0.043
C 0.020 2.962 -0.251 -0.394
C 0.973 3.871 0.178 -0.099
C 0.758 5.226 -0.018 -0.031
S 0.280 1.207 -0.029 0.924
O -1.095 0.649 0.015 -0.462
C 0.801 0.909 -1.752 -0.248
C 1.555 1.962 -2.330 -0.086
C 1.444 2.284 -3.642 -0.007
C 0.429 1.653 -4.406 -0.165
C 0.029 2.156 -5.666 -0.025
C -0.993 1.575 -6.357 -0.066
C -1.656 0.457 -5.812 -0.056
C -1.259 -0.074 -4.619 -0.016
C -0.194 0.503 -3.876 -0.134
C 0.179 -0.025 -2.573 -0.077
C 0.004 -1.523 -2.429 -0.045
C 0.442 -2.244 -3.627 -0.106
C 1.403 -1.705 -4.531 -0.015
C 1.789 -2.375 -5.654 -0.052
C 1.232 -3.630 -5.974 -0.062
C 0.369 -4.213 -5.098 -0.026
C 0.002 -3.560 -3.895 -0.157
C -0.729 -4.254 -2.906 -0.009
C -0.820 -3.703 -1.673 -0.121
C -0.438 -2.357 -1.410 -0.293
S -0.289 -2.284 0.373 1.064
O 0.723 -1.232 0.768 -0.764
C -1.913 -1.846 0.987 -0.372
C -3.063 -2.137 0.272 -0.057
C -4.298 -1.950 0.873 -0.022
C -4.406 -1.494 2.184 -0.258
C -5.753 -1.337 2.831 -0.042
C -3.236 -1.202 2.876 -0.015
C -1.996 -1.382 2.289 -0.075
H -1.335 7.339 -1.641 0.080
H 0.280 7.686 -1.011 0.081
H -1.093 7.579 0.085 0.090
H -2.261 5.086 -1.529 0.119
H -1.889 2.657 -1.163 0.119
H 1.887 3.527 0.651 0.096
H 1.502 5.940 0.311 0.118
H 2.199 2.542 -1.682 0.104
H 2.039 3.076 -4.077 0.123
H 0.535 3.030 -6.058 0.116
H -1.310 1.980 -7.309 0.108
H -2.488 0.014 -6.343 0.109
H -1.786 -0.928 -4.217 0.125
H 1.874 -0.760 -4.312 0.120
H 2.534 -1.936 -6.304 0.111
H 1.524 -4.140 -6.882 0.109
H -0.025 -5.204 -5.283 0.117
H -1.090 -5.255 -3.100 0.124
H -1.194 -4.298 -0.847 0.109
H -3.011 -2.475 -0.754 0.107
H -5.197 -2.155 0.305 0.121
H -6.453 -0.828 2.168 0.084
H -5.684 -0.769 3.757 0.077
H -6.180 -2.313 3.069 0.088
H -3.289 -0.824 3.891 0.117
H -1.105 -1.129 2.842 0.073
```

## Properties
Charge: +1
LUMO level, eV: -5.4060
E, eV: -136961.523
Molar mass, g mol⁻¹: 1081.25

[3]
# C32H56ClN2O5PS

A cluster of 3 separate species, C32H56ClN2O5PS in total (wB97M-V/def2-TZVPD, the Open Molecules 2025 dataset).

The geometry in XYZ format:
```
98
Properties=species:S:1:pos:R:3:lowdin_charge:R:1
C -2.936 -2.207 2.761 -0.083
C -1.481 -1.698 2.779 -0.401
C -1.213 -0.669 3.882 -0.081
C -1.098 -1.245 1.330 -0.143
C -0.654 0.229 1.159 -0.140
C -0.923 0.639 -0.290 -0.139
C -2.230 0.859 -0.754 -0.300
P -3.777 0.657 0.220 0.916
C -4.860 2.040 -0.413 -0.256
O -3.558 1.047 1.818 -0.326
C -2.414 1.241 -2.065 -0.097
C -1.383 1.420 -2.951 -0.002
C -0.111 1.199 -2.506 -0.099
C 0.108 0.801 -1.197 -0.038
C 1.560 0.538 -0.820 -0.243
O 1.841 -0.397 -0.095 0.108
C 2.567 1.460 -1.449 -0.106
C 3.820 1.981 -0.755 -0.124
C 4.359 1.117 0.399 -0.184
C 5.185 1.994 1.385 -0.238
C 6.275 2.837 0.698 -0.244
S 6.147 4.610 0.997 0.338
O 5.339 5.251 0.011 -0.335
O 7.485 5.098 1.080 -0.347
Cl 5.299 4.923 2.841 0.402
C 2.328 1.836 -2.700 0.064
C 1.079 1.395 -3.414 -0.304
O 1.034 1.249 -4.620 0.111
H -3.321 -2.480 3.747 0.075
H -3.584 -1.503 2.233 0.038
H -2.940 -3.112 2.138 0.080
H -0.861 -2.577 3.003 0.121
H -1.776 0.249 3.683 0.060
H -0.155 -0.440 4.031 0.079
H -1.632 -1.065 4.814 0.077
H -1.906 -1.481 0.630 0.091
H -0.248 -1.856 1.005 0.113
H -1.203 0.939 1.773 0.082
H 0.400 0.331 1.408 0.104
H -4.182 2.857 -0.702 0.040
H -5.424 1.724 -1.290 0.016
H -5.481 2.428 0.395 0.040
H -3.037 1.854 1.933 0.060
H -3.426 1.393 -2.432 0.094
H -1.616 1.718 -3.967 0.130
H 4.587 2.143 -1.516 0.117
H 3.588 2.980 -0.357 0.129
H 3.570 0.677 1.009 0.101
H 4.966 0.287 0.020 0.118
H 4.433 2.601 1.900 0.074
H 5.574 1.315 2.149 0.097
H 7.235 2.541 1.129 0.102
H 6.363 2.665 -0.375 0.108
H 2.996 2.472 -3.275 0.135
C -9.113 2.631 -3.959 -0.090
C -7.972 1.679 -4.290 -0.277
N -8.107 0.372 -3.674 -0.199
C -6.904 -0.437 -3.780 -0.250
C -6.446 -0.869 -5.178 -0.084
C -9.355 -0.327 -3.931 -0.247
C -9.727 -0.621 -5.391 -0.083
H -9.220 2.754 -2.880 0.079
H -8.907 3.611 -4.391 0.073
H -10.064 2.290 -4.368 0.064
H -7.046 2.135 -3.929 0.113
H -7.881 1.611 -5.385 0.100
H -7.018 -1.328 -3.156 0.114
H -6.086 0.127 -3.317 0.092
H -7.060 -1.677 -5.574 0.055
H -5.422 -1.246 -5.127 0.071
H -6.454 -0.044 -5.891 0.066
H -10.167 0.256 -3.488 0.100
H -9.359 -1.263 -3.368 0.115
H -9.534 0.228 -6.049 0.067
H -10.792 -0.851 -5.459 0.071
H -9.192 -1.486 -5.779 0.054
C 8.615 -2.750 5.322 -0.091
C 7.643 -3.532 4.451 -0.275
N 6.393 -2.836 4.203 -0.198
C 5.377 -3.681 3.593 -0.248
C 5.639 -4.223 2.184 -0.085
C 6.511 -1.502 3.645 -0.250
C 7.239 -1.345 2.302 -0.081
H 8.159 -2.484 6.277 0.080
H 9.494 -3.362 5.528 0.073
H 8.963 -1.838 4.834 0.063
H 7.416 -4.469 4.967 0.118
H 8.154 -3.806 3.515 0.100
H 4.425 -3.142 3.593 0.111
H 5.217 -4.534 4.260 0.109
H 5.502 -3.457 1.422 0.054
H 4.927 -5.021 1.961 0.071
H 6.640 -4.643 2.080 0.066
H 7.020 -0.870 4.379 0.101
H 5.512 -1.063 3.562 0.110
H 8.149 -1.943 2.246 0.070
H 7.527 -0.300 2.161 0.060
H 6.597 -1.613 1.464 0.051
```

## Properties
LUMO level, eV: -0.9256
SMILES: CC(C)CCc1c(P(C)O)ccc2c1C(=O)C(CCCCS(=O)(=O)Cl)=CC2=O.CCN(CC)CC.CCN(CC)CC
E, eV: -79955.043
Molar mass, g mol⁻¹: 647.30

[4]
# C24H25BCrF2N2O5P

A structure of composition C24H25BCrF2N2O5P (wB97M-V/def2-TZVPD, the Open Molecules 2025 dataset).

The geometry in XYZ format:
```
61
Properties=species:S:1:pos:R:3:mulliken_spin:R:1
Cr 0.590 1.312 -0.736 1.076
O 1.592 3.204 -1.194 -0.011
C 2.879 3.555 -0.673 0.002
C 3.764 2.326 -0.641 -0.001
N 3.050 1.271 0.060 -0.006
C 3.390 -0.066 -0.381 0.005
C 2.790 -0.300 -1.762 0.003
O 3.353 -0.902 -2.642 0.021
O 1.576 0.208 -1.869 0.010
C 3.055 1.428 1.506 0.004
C 1.747 0.930 2.114 0.000
O 1.704 0.556 3.271 -0.002
O 0.735 0.994 1.309 -0.030
H 1.638 3.116 -2.160 0.004
H 2.698 3.945 0.328 0.000
H 3.316 4.358 -1.270 -0.001
H 4.728 2.570 -0.171 -0.001
H 3.980 2.001 -1.662 0.001
H 2.918 -0.775 0.304 -0.002
H 4.467 -0.265 -0.403 -0.001
H 3.089 2.494 1.741 -0.002
H 3.921 0.965 1.990 -0.001
N -1.005 2.428 0.165 -0.008
C -1.994 1.693 0.955 -0.009
C -2.904 2.403 1.723 0.000
C -3.845 1.721 2.479 0.000
C -3.883 0.335 2.454 0.000
C -2.981 -0.365 1.668 0.002
C -2.015 0.305 0.924 -0.001
P -0.859 -0.532 -0.204 -0.016
C 0.095 -1.798 0.666 0.003
C 0.096 -1.941 2.048 -0.001
C 0.911 -2.892 2.646 0.000
C 1.722 -3.704 1.868 0.000
C 1.731 -3.558 0.485 0.001
C 0.925 -2.604 -0.116 -0.007
C -2.031 -1.495 -1.224 0.010
C -2.974 -0.804 -1.985 -0.003
C -3.926 -1.488 -2.722 0.000
C -3.950 -2.877 -2.710 -0.001
C -3.023 -3.573 -1.952 0.000
C -2.072 -2.886 -1.208 -0.002
H -1.483 3.052 -0.476 0.002
H -0.450 3.002 0.796 0.005
H -2.870 3.485 1.734 0.000
H -4.552 2.274 3.084 0.000
H -4.619 -0.199 3.038 0.000
H -3.029 -1.447 1.626 0.000
H -0.491 -1.274 2.664 0.000
H 0.928 -2.980 3.724 0.000
H 2.359 -4.443 2.336 0.000
H 2.374 -4.177 -0.127 0.000
H 0.950 -2.486 -1.194 0.000
H -2.971 0.277 -2.004 0.001
H -4.646 -0.933 -3.309 0.000
H -4.692 -3.411 -3.290 0.000
H -3.038 -4.655 -1.934 0.000
H -1.361 -3.449 -0.618 0.000
F 0.500 2.388 -3.516 0.001
B -0.315 1.843 -2.568 -0.045
F -1.590 1.833 -2.984 0.000
```

## Properties
LUMO level (spin up / spin down), eV: 0.1337 / 0.1353
Spin multiplicity: 2
<S²>: 0.76
E, eV: -82336.836
Molar mass, g mol⁻¹: 553.25